[1]
{
  "formula": "C2H3DyO2",
  "method": "ωB97M-V/def2-TZVPD",
  "species": ["O", "C", "Dy", "O", "C", "H", "H", "H"],
  "positions_angstrom": [[-0.90, -2.62, -0.73], [-1.13, -1.50, -0.91], [-0.82, 1.97, -1.35], [-0.95, -0.34, -0.55], [0.79, 0.55, 0.75], [1.46, 0.00, 0.08], [0.00, 0.80, 1.47], [1.55, 1.15, 1.25]],
  "s_squared": 12.02,
  "homo_energy_ev": [-25.7, -26.3],
  "lumo_ev": [-18.7, -18.6],
  "multiplicity": 7,
  "charge": 3,
  "gap_ha": [0.257, 0.282],
  "molar_mass_g_mol": 221.54,
  "e_above_lowest_kj_mol": 48.7
}


[2]
{
  "formula": "C3H6N2O2S",
  "method": "ωB97M-V/def2-TZVPD",
  "species": ["C", "N", "O", "C", "C", "O", "N", "S", "H", "H", "H", "H", "H", "H"],
  "positions_angstrom": [[0.09, 0.54, -1.71], [-0.24, -0.41, -0.66], [0.22, -1.68, -1.06], [-0.05, -0.16, 0.69], [-0.40, -1.32, 1.59], [-0.93, -2.34, 1.25], [0.21, 0.89, 1.37], [0.57, 2.41, 0.70], [-0.42, 1.50, -1.52], [1.18, 0.72, -1.85], [-0.30, 0.17, -2.66], [-0.48, -2.30, -0.71], [-0.17, -1.04, 2.67], [0.71, 3.01, 1.90]],
  "homo_energy_ev": -8.6,
  "lumo_ev": -0.1,
  "multiplicity": 1,
  "gap_ha": 0.315,
  "smiles": "CN(O)/C(C=O)=N\\S",
  "molar_mass_g_mol": 134.16,
  "e_above_lowest_kj_mol": 396.1
}


[3]
{
  "formula": "C17H35BFN3O7P",
  "method": "ωB97M-V/def2-TZVPD",
  "species": ["C", "B", "O", "C", "N", "C", "C", "C", "O", "C", "C", "C", "F", "N", "C", "P", "N", "O", "H", "H", "H", "H", "H", "H", "H", "H", "H", "H", "H", "H", "H", "H", "H", "H", "H", "H", "H", "H", "H", "H", "H", "O", "C", "O", "C", "C", "C", "H", "H", "H", "H", "H", "H", "O", "C", "O", "C", "C", "C", "H", "H", "H", "H", "H", "H"],
  "positions_angstrom": [[0.12, 4.20, 2.23], [-0.95, 3.00, 2.11], [-2.32, 3.30, 2.17], [-0.38, 1.49, 1.93], [-0.99, 0.65, 3.04], [-0.79, -0.83, 2.85], [-0.27, -1.42, 4.22], [0.12, -1.19, 1.63], [1.49, -0.96, 1.91], [-0.06, -2.75, 1.42], [1.20, -3.44, 0.81], [2.25, -3.94, 1.85], [1.91, -3.62, 3.17], [-0.32, -0.57, 0.39], [-0.66, 0.87, 0.53], [0.21, 1.79, -0.88], [-0.50, 3.36, -1.07], [-0.29, 0.92, -2.27], [0.98, 3.92, 1.57], [0.48, 4.23, 3.29], [-0.33, 5.17, 1.94], [-2.43, 4.13, 2.64], [0.72, 1.53, 2.08], [-0.58, 1.00, 3.92], [-1.99, 0.85, 3.02], [-1.79, -1.27, 2.62], [-0.76, -2.41, 4.34], [0.83, -1.54, 4.20], [-0.63, -0.80, 5.08], [1.96, -0.83, 1.07], [-0.90, -2.95, 0.72], [-0.33, -3.28, 2.36], [1.63, -2.81, 0.00], [0.83, -4.35, 0.28], [2.52, -5.01, 1.75], [3.19, -3.37, 1.65], [-1.14, -1.02, 0.01], [-1.77, 0.97, 0.34], [0.21, 4.00, -1.39], [-1.32, 3.36, -1.68], [-1.23, 0.70, -2.18], [1.18, -5.01, -2.04], [2.22, -5.58, -1.86], [2.46, -6.41, -0.81], [3.83, -6.84, -0.83], [4.27, -6.66, -2.27], [3.45, -5.46, -2.72], [4.40, -6.21, -0.14], [3.89, -7.87, -0.50], [5.35, -6.53, -2.37], [3.99, -7.54, -2.85], [3.95, -4.52, -2.49], [3.20, -5.52, -3.77], [-3.67, 3.95, -1.94], [-3.63, 4.91, -2.66], [-4.69, 5.38, -3.35], [-4.29, 6.46, -4.20], [-3.01, 6.99, -3.58], [-2.40, 5.74, -2.98], [-4.13, 6.07, -5.21], [-5.07, 7.22, -4.23], [-2.36, 7.49, -4.30], [-3.25, 7.70, -2.79], [-1.78, 5.19, -3.69], [-1.84, 5.95, -2.07]],
  "homo_energy_ev": -11.4,
  "lumo_ev": -2.7,
  "multiplicity": 1,
  "charge": 1,
  "gap_ha": 0.319,
  "molar_mass_g_mol": 454.27,
  "e_above_lowest_kj_mol": 0.0
}


[4]
{
  "formula": "C8H15BrN",
  "method": "ωB97M-V/def2-TZVPD",
  "species": ["C", "C", "C", "C", "C", "C", "C", "N", "C", "Br", "H", "H", "H", "H", "H", "H", "H", "H", "H", "H", "H", "H", "H", "H", "H"],
  "positions_angstrom": [[-0.20, -3.08, -0.65], [-0.77, -1.95, 0.20], [-0.39, -0.67, 0.30], [-1.13, 0.35, 1.10], [-1.55, 1.55, 0.22], [-0.24, 2.15, -0.43], [0.56, 1.07, -1.15], [0.82, -0.04, -0.21], [1.99, 0.39, 0.90], [3.73, 0.20, 0.03], [-1.12, -3.29, -1.21], [-0.12, -4.09, -0.05], [0.58, -2.82, -1.36], [-1.70, -2.25, 0.60], [-2.07, 0.11, 1.59], [-0.39, 0.74, 1.90], [-2.16, 1.09, -0.49], [-2.16, 2.28, 0.83], [-0.58, 2.88, -1.07], [0.33, 2.72, 0.27], [-0.02, 0.70, -2.07], [1.46, 1.50, -1.34], [1.41, -0.65, -0.76], [1.83, 1.42, 1.18], [1.87, -0.32, 1.66]],
  "homo_energy_ev": -13.6,
  "lumo_ev": -3.1,
  "multiplicity": 1,
  "charge": 1,
  "gap_ha": 0.384,
  "smiles": "C/C=C1/CCCC[N@H+]1CBr",
  "molar_mass_g_mol": 205.12,
  "e_above_lowest_kj_mol": 65.0
}


[5]
{
  "formula": "CH5O2",
  "method": "ωB97M-V/def2-TZVPD",
  "species": ["O", "H", "C", "O", "H", "H", "H", "H"],
  "positions_angstrom": [[-0.37, -0.44, 2.15], [-0.05, -1.30, 2.42], [0.07, 0.43, -1.14], [0.59, -0.33, -0.13], [0.65, 1.35, -1.35], [-0.96, 0.76, -0.97], [0.05, -0.10, -2.13], [0.02, -0.36, 1.14]],
  "homo_energy_ev": -2.9,
  "lumo_ev": 4.9,
  "multiplicity": 1,
  "charge": -1,
  "gap_ha": 0.289,
  "molar_mass_g_mol": 49.05,
  "e_above_lowest_kj_mol": 0.0
}


[6]
{
  "formula": "C4H4O2",
  "method": "ωB97M-V/def2-TZVPD",
  "species": ["O", "C", "C", "C", "C", "O", "H", "H", "H", "H"],
  "positions_angstrom": [[-1.88, -0.67, 0.27], [-0.61, -0.30, -0.11], [0.63, -1.00, -0.07], [1.63, 0.02, -0.09], [0.97, 1.11, -0.01], [-0.37, 0.99, -0.07], [-2.42, -1.52, 0.19], [0.58, -2.18, -0.39], [2.81, 0.00, -0.24], [1.30, 2.12, 0.47]],
  "homo_energy_ev": -8.2,
  "lumo_ev": 0.6,
  "multiplicity": 1,
  "gap_ha": 0.321,
  "smiles": "Oc1ccco1",
  "molar_mass_g_mol": 84.07,
  "e_above_lowest_kj_mol": 216.5
}


What is the formula in the third record?
C17H35BFN3O7P